Record 1
This record from the OMol25 dataset describes C14H15NO2Tb as an isolated structure. The level of theory is ωB97M-V with the def2-TZVPD basis set.

Output
ΔE to the lowest compared entry with this formula, charge and spin ... 25.0 kcal/mol
Expectation value of S² ... 12.686
Highest occupied orbital energy (alpha / beta) ... -3.69 / -3.49 eV
Net charge ... -1
Kohn-Sham gap (alpha / beta) ... 6.63 / 6.43 eV
Multiplicity ... 7

Last column: Mulliken charge in e.
Cartesian coordinates (Å):
C -0.3944 0.9576 -1.9333  -0.376
C 1.0079 1.1376 -1.7334  -0.555
C 1.1837 2.0638 -0.6620  -0.620
C -0.1056 2.4463 -0.1986  -0.432
C -1.0796 1.7661 -0.9782  -0.365
Tb 0.0764 -0.3261 0.3241  0.816
N -1.7214 -1.3269 -0.0977  -0.546
C -0.2314 -2.3781 -0.5154  -0.375
C 1.2057 -2.0195 -0.6653  -0.827
H 2.1429 2.4794 -0.3199  0.369
H 1.8080 0.7041 -2.3503  0.403
H -0.3131 3.2001 0.5744  0.381
H -2.1699 1.8928 -0.9091  0.332
H -0.8645 0.3601 -2.7276  0.378
H 1.4902 -1.9227 -1.7221  0.153
H -0.3303 -3.2186 0.1928  0.282
H -2.5341 -1.9623 -0.1984  0.094
H 1.8339 -2.6694 -0.0415  0.181
H -0.5724 -2.7260 -1.4977  0.286
O 0.8176 -0.8558 2.4745  -0.812
C -0.0401 -0.0565 3.0276  0.956
O -0.8245 0.6556 2.3148  -0.749
C -0.1463 0.0373 4.5140  0.120
C -0.9153 1.0697 5.0657  -0.347
C -1.0169 1.1999 6.4531  -0.480
C -0.3665 0.2815 7.2910  -0.339
C 0.3785 -0.7698 6.7341  -0.482
C 0.4934 -0.8882 5.3458  -0.305
H -1.4228 1.7580 4.3906  0.407
H -1.6044 2.0176 6.8756  0.351
H -0.4420 0.3843 8.3741  0.350
H 0.8729 -1.4961 7.3828  0.351
H 1.0723 -1.6879 4.8831  0.401

Atoms 1-6, force components in eV/Å:
0.279 0.687 -0.323
-0.222 0.361 -0.371
-0.040 -0.008 -0.153
-0.020 0.105 -0.282
0.195 0.262 -0.383
-0.749 4.521 1.198

---

Record 2
This record from the OMol25 dataset describes C14H15NPmS as an isolated structure. The level of theory is ωB97M-V with the def2-TZVPD basis set.

Output
Expectation value of S² ... 6.008
Highest occupied orbital energy (alpha / beta) ... -2.75 / -2.76 eV
Net charge ... -1
Kohn-Sham gap (alpha / beta) ... 5.47 / 5.49 eV
Multiplicity ... 5

Last column: Mulliken charge in e.
Cartesian coordinates (Å):
C 0.0495 -1.3752 -1.8504  -0.347
C -1.2855 -1.5709 -1.3819  -0.465
C -1.2230 -2.3108 -0.1617  -0.547
C 0.1542 -2.5623 0.1296  -0.530
C 0.9415 -1.9672 -0.9054  -0.545
Pm -0.1144 0.0567 0.3914  0.882
C -1.0186 1.9873 -1.0541  -1.218
C 0.3737 2.0497 -1.5141  0.984
C 0.7845 2.5856 -2.7401  -1.262
N 1.3037 1.4676 -0.6837  -0.397
H -2.0770 -2.6558 0.4217  0.432
H -2.1897 -1.2149 -1.8746  0.393
H 0.5366 -3.1408 0.9704  0.457
H 2.0281 -2.0009 -0.9903  0.371
H 0.3364 -0.8682 -2.7716  0.382
H -1.7937 1.8781 -1.8114  0.241
H 2.2786 1.6210 -0.9519  0.068
H -1.2737 2.5845 -0.1644  0.208
H 0.0299 2.9685 -3.4125  0.285
H 1.8387 2.6104 -2.9953  0.233
S 1.2672 0.9316 2.6097  -0.416
C 0.3292 -0.0657 3.6250  0.037
C 0.9115 -1.2124 4.2231  -0.411
C 0.1591 -1.9916 5.0900  -0.372
C -1.1756 -1.6606 5.3751  -0.437
C -1.7729 -0.5709 4.7308  -0.444
C -1.0434 0.2248 3.8556  -0.410
H 1.9461 -1.4542 3.9738  0.364
H 0.6121 -2.8654 5.5534  0.331
H -1.7485 -2.2637 6.0811  0.348
H -2.8219 -0.3357 4.9130  0.338
H -1.4896 1.0848 3.3462  0.442

Atoms 1-6, force components in eV/Å:
-0.234 -0.598 0.306
0.545 -0.502 -0.100
0.473 -0.175 -0.457
-0.184 -0.123 -0.518
-0.664 -0.528 -0.323
0.332 2.092 0.029

---

Record 3
This record from the OMol25 dataset describes an isolated ion of composition C14H15O2 and charge -1. The level of theory is ωB97M-V with the def2-TZVPD basis set.

Output
ΔE to the lowest compared entry with this formula, charge and spin ... 17.4 kcal/mol
Structure (SMILES) ... CCO/C([O-])=C/C[C@@H]1C=Cc2ccccc21
Highest occupied orbital energy ... -2.05 eV
Net charge ... -1
Kohn-Sham gap ... 5.25 eV
Multiplicity ... 1

Last column: natural (NBO) charge in e.
Cartesian coordinates (Å):
C -0.8310 -4.5913 -3.9136  -0.617
C -1.3485 -3.8970 -2.6686  -0.064
O -0.5237 -2.7778 -2.3435  -0.548
C -0.9781 -2.1064 -1.2405  0.701
O -2.0197 -2.3551 -0.6198  -0.765
C -0.0664 -1.0516 -0.8409  -0.648
C -0.3547 -0.1189 0.2333  -0.360
C 0.6115 0.9266 0.3781  -0.303
C 1.9633 0.4805 0.7782  -0.114
C 2.3590 1.2988 1.7533  -0.251
C 1.3681 2.2938 2.1022  -0.062
C 1.3613 3.2318 3.1527  -0.223
C 0.3440 4.2135 3.2149  -0.233
C -0.6571 4.1570 2.1909  -0.241
C -0.6969 3.1258 1.2535  -0.208
C 0.2203 2.0818 1.3228  0.041
H -1.4299 -5.4888 -4.1391  0.192
H -0.8867 -3.9202 -4.7825  0.197
H 0.2160 -4.9004 -3.7856  0.199
H -2.3876 -3.5884 -2.8521  0.173
H -1.3416 -4.6218 -1.8425  0.166
H 0.7674 -0.7598 -1.4493  0.166
H -0.1503 -0.5539 1.2158  0.160
H -1.3960 0.3606 0.2682  0.171
H 0.5311 1.3316 -0.6117  0.234
H 2.5303 -0.3363 0.3330  0.231
H 3.2879 1.3106 2.2685  0.192
H 2.1649 3.3173 3.9181  0.199
H 0.2968 5.0276 3.9865  0.205
H -1.4487 4.8979 2.1985  0.199
H -1.5047 3.0127 0.5212  0.213

Atoms 1-6, force components in eV/Å:
0.327 0.120 -0.298
-0.006 -0.253 -0.124
-0.920 -1.530 -0.967
2.320 3.856 2.423
-0.484 -1.008 -0.701
-1.183 -1.802 -1.640

---

Record 4
This record from the OMol25 dataset describes a 2-piece molecular cluster, C14H16 overall. The level of theory is ωB97M-V with the def2-TZVPD basis set.

Output
ΔE to the lowest compared entry with this formula, charge and spin ... 27.9 kcal/mol
Structure (SMILES) ... Cc1ccccc1.Cc1ccccc1
Highest occupied orbital energy ... -8.94 eV
Kohn-Sham gap ... 9.85 eV
Multiplicity ... 1

Last column: natural (NBO) charge in e.
Cartesian coordinates (Å):
C 3.5275 -1.8664 -0.8364  -0.638
C 2.5624 -1.8070 0.3239  -0.001
C 1.9238 -0.6160 0.7750  -0.234
C 1.1246 -0.5644 1.8954  -0.201
C 0.7260 -1.7865 2.5108  -0.226
C 1.4685 -2.8887 2.2156  -0.201
C 2.4252 -2.8832 1.1728  -0.218
H 3.2382 -1.1620 -1.5879  0.222
H 3.6557 -2.9049 -1.1387  0.219
H 4.5683 -1.6752 -0.5463  0.223
H 2.1071 0.3723 0.3439  0.214
H 0.6153 0.3233 2.2375  0.213
H -0.0376 -1.7240 3.2414  0.213
H 1.4893 -3.8611 2.7293  0.215
H 3.0252 -3.7376 0.8862  0.203
C -3.5927 2.6134 0.5242  -0.631
C -2.5681 2.1040 -0.5084  0.008
C -1.8160 0.9552 -0.1746  -0.231
C -0.7881 0.6460 -1.0522  -0.191
C -0.8424 1.0940 -2.3676  -0.240
C -1.7153 2.0832 -2.7287  -0.191
C -2.4666 2.7353 -1.7315  -0.234
H -3.9031 3.6580 0.2965  0.211
H -3.0703 2.7178 1.4619  0.211
H -4.4304 1.9429 0.5668  0.221
H -1.9356 0.5528 0.8277  0.215
H -0.0226 -0.0896 -0.8782  0.218
H -0.1831 0.6122 -3.0601  0.211
H -1.7823 2.4571 -3.7509  0.210
H -2.8679 3.7138 -1.9375  0.213

Atoms 1-6, force components in eV/Å:
0.443 -0.471 1.139
0.173 1.264 1.182
0.743 0.795 -0.162
-1.318 -1.945 -0.176
1.261 1.655 -0.394
1.554 -2.016 -0.561